A) ORCA calculation (ωB97M-V/def2-TZVPD) on a molecular structure, C4H12NO2.

Structure (ORCA input):
```
! wB97M-V def2-TZVPD RIJCOSX def2/J DEFGRID3
* xyz -1 1
C 2.71 0.77 -0.13
N 2.00 -0.48 0.07
C 0.74 -0.24 0.47
C -0.33 -1.07 -0.16
C -1.60 -1.26 0.61
O -2.22 -0.08 1.06
H 2.20 1.62 0.33
H 2.83 0.96 -1.21
H 3.74 0.75 0.26
H 0.42 0.96 0.02
H 0.10 1.61 -0.36
H 0.68 -0.23 1.57
H -0.61 -0.76 -1.18
H 0.24 -1.96 -0.47
H -2.29 -1.94 0.08
H -1.39 -1.76 1.57
H -2.26 0.54 0.21
H -2.75 1.67 -1.53
O -2.20 0.93 -1.25
*
```

molecular weight = 106.14 g/mol
Kohn-Sham gap = 0.266 hartree

Here are the Mulliken charges for atoms 1 to 2, given in e: C -0.740; N -0.489

***

B) ORCA calculation (ωB97M-V/def2-TZVPD) on 2 unconnected molecules or ions with the total composition C4H12NO2.

Structure (ORCA input):
```
! wB97M-V def2-TZVPD RIJCOSX def2/J DEFGRID3
* xyz -1 1
C 0.89 0.61 1.72
C 0.54 1.11 0.33
C 1.78 1.05 -0.59
N -0.62 0.35 -0.24
C -0.25 -0.92 -1.01
O 0.23 -0.80 -2.22
H 0.47 -0.39 1.82
H 1.97 0.60 1.91
H 0.42 1.19 2.52
H 0.22 2.16 0.24
H 2.02 -0.01 -0.75
H 1.51 1.40 -1.59
H 2.66 1.49 -0.12
H -1.00 1.02 -0.91
H 0.43 -1.40 -0.27
H -1.25 -1.42 -1.04
H -2.38 -1.98 1.32
H -1.81 -0.60 1.03
O -2.47 -1.06 1.60
*
```

molecular weight = 106.14 g/mol
Kohn-Sham gap = 0.251 hartree

Here are the Mulliken charges for atoms 1 to 2, given in e: C -1.273; C 0.315

***

C) ORCA calculation (ωB97M-V/def2-TZVPD) on 2 unconnected molecules or ions with the total composition C4H12NO2.

Structure (ORCA input):
```
! wB97M-V def2-TZVPD RIJCOSX def2/J DEFGRID3
* xyz -1 1
C -1.28 -0.31 1.16
C -0.37 -0.55 -0.06
C 1.05 -0.11 0.21
C 1.24 1.28 0.88
O 1.07 1.32 2.18
N -0.37 -1.92 -0.62
H -1.14 0.73 1.45
H -2.30 -0.63 0.92
H -0.96 -0.86 2.05
H -0.91 0.05 -0.80
H 1.49 -0.83 0.91
H 1.63 -0.19 -0.72
H 2.25 1.61 0.51
H 0.58 1.98 0.25
H -0.02 -2.49 0.14
H -1.36 -2.14 -0.70
H -0.54 1.52 -2.10
H 0.41 0.58 -2.76
O -0.47 0.97 -2.90
*
```

molecular weight = 106.14 g/mol
Kohn-Sham gap = 0.242 hartree

Here are the Mulliken charges for atoms 1 to 2, given in e: C -1.530; C 0.480

***

D) ORCA calculation (ωB97M-V/def2-TZVPD) on 2 unconnected molecules or ions with the total composition C4H12NO2.

Structure (ORCA input):
```
! wB97M-V def2-TZVPD RIJCOSX def2/J DEFGRID3
* xyz -1 1
C -1.30 1.81 0.02
O -0.49 2.79 -0.41
C -0.62 0.39 -0.03
C 0.24 0.18 1.23
C 0.96 -1.13 1.36
N 0.21 0.29 -1.23
H -2.23 1.71 -0.61
H -1.65 1.92 1.08
H -1.42 -0.38 -0.01
H -0.31 0.56 2.10
H 0.97 1.00 1.14
H 0.27 -1.97 1.48
H 1.51 -1.39 0.44
H 1.68 -1.15 2.18
H 1.16 0.51 -0.93
H -0.07 1.10 -1.78
H 0.12 -2.50 -1.42
H 0.57 -1.40 -2.28
O 0.40 -2.36 -2.34
*
```

molecular weight = 106.14 g/mol
Kohn-Sham gap = 0.241 hartree

Here are the Mulliken charges for atoms 1 to 2, given in e: C -0.715; O -0.875

***

D) ends up most stable, edging out the next structure by 0.136 eV.

***

A) ORCA calculation (ωB97M-V/def2-TZVPD) on 2 unconnected molecules or ions with the total composition C4H12NO2.

Structure (ORCA input):
```
! wB97M-V def2-TZVPD RIJCOSX def2/J DEFGRID3
* xyz -1 1
C 1.95 -0.39 0.58
O 2.25 -1.68 0.40
C 0.54 -0.13 0.06
C -0.23 1.24 0.72
C -1.19 1.78 -0.26
N -0.15 -1.35 0.53
H 2.62 0.30 0.25
H 2.09 -0.15 1.69
H 0.33 -0.01 -1.07
H 0.49 2.09 0.94
H -0.62 0.92 1.60
H -0.96 1.77 -1.34
H -2.04 1.07 -0.14
H -1.56 2.85 -0.07
H -0.34 -1.23 1.50
H 0.53 -2.12 0.56
H -1.28 -1.13 -2.59
H -0.98 -1.82 -1.23
O -1.47 -2.01 -2.14
*
```

molecular weight = 106.14 g/mol
Kohn-Sham gap = 0.238 hartree

Here are the Mulliken charges for atoms 1 to 2, given in e: C -0.882; O -0.930

***

B) ORCA calculation (ωB97M-V/def2-TZVPD) on 2 unconnected molecules or ions with the total composition C4H12NO2.

Structure (ORCA input):
```
! wB97M-V def2-TZVPD RIJCOSX def2/J DEFGRID3
* xyz -1 1
C -0.61 0.54 1.45
C 0.36 -0.43 0.77
C 1.80 0.12 0.89
N -0.08 -0.78 -0.57
C 0.33 0.23 -1.66
O 1.54 0.03 -2.12
H -0.87 1.29 0.72
H -0.16 0.94 2.36
H -1.55 0.06 1.71
H 0.37 -1.35 1.34
H 1.86 1.18 0.67
H 2.45 -0.41 0.20
H 2.16 -0.05 1.91
H 0.48 -1.57 -0.88
H 0.13 1.23 -1.19
H -0.48 0.14 -2.43
H -2.88 0.33 -1.15
H -1.95 -0.86 -1.04
O -2.91 -0.62 -0.96
*
```

molecular weight = 106.14 g/mol
Kohn-Sham gap = 0.250 hartree

Here are the Mulliken charges for atoms 1 to 2, given in e: C -1.332; C 0.319

***

C) ORCA calculation (ωB97M-V/def2-TZVPD) on a molecular structure, C4H12NO2.

Structure (ORCA input):
```
! wB97M-V def2-TZVPD RIJCOSX def2/J DEFGRID3
* xyz -1 1
C -0.87 1.20 -0.70
O -2.10 0.64 -0.83
C -0.19 0.49 0.46
C 0.37 -0.81 0.21
C 1.79 -0.82 -0.57
N 2.89 -0.25 0.08
H -0.29 1.09 -1.62
H -0.98 2.28 -0.46
H 0.96 1.23 0.67
H -0.80 0.62 1.35
H 0.56 -1.29 1.18
H -0.42 -1.38 -0.26
H 1.55 -0.35 -1.54
H 1.93 -1.89 -0.74
H 1.36 1.85 1.03
H 2.76 0.75 0.08
H -2.67 -0.42 0.16
H -3.03 -1.91 0.55
O -2.81 -1.05 0.95
*
```

molecular weight = 106.14 g/mol
Kohn-Sham gap = 0.200 hartree

Here are the Mulliken charges for atoms 1 to 2, given in e: C -0.291; O -0.813

***

B) ends up most stable, edging out the next structure by 1.593 eV.

***

A) ORCA calculation (ωB97M-V/def2-TZVPD) on 3 unconnected molecules or ions with the total composition C4H13N3O.

Structure (ORCA input):
```
! wB97M-V def2-TZVPD RIJCOSX def2/J DEFGRID3
* xyz 0 1
C -0.24 -0.63 -1.83
C -1.37 -1.63 -1.91
O 0.97 -1.27 -2.22
H 1.70 -0.68 -2.01
H -0.43 0.19 -2.53
H 0.00 -0.36 -0.43
H -1.47 -2.05 -2.92
H -2.31 -1.13 -1.67
H -1.21 -2.45 -1.22
C 0.29 0.65 0.79
N 0.64 1.59 -0.22
N -1.06 0.65 1.29
N 0.98 0.19 3.08
C 1.28 0.45 1.76
H 1.25 2.35 0.05
H -0.15 1.69 -0.91
H -1.72 0.68 0.52
H -1.26 1.40 1.94
H 0.06 -0.20 3.21
H 1.74 -0.14 3.66
H 2.30 0.71 1.55
*
```

molecular weight = 119.17 g/mol
Kohn-Sham gap = 0.289 hartree

Here are the Mulliken charges for atoms 1 to 2, given in e: C 0.326; C -1.291

***

B) ORCA calculation (ωB97M-V/def2-TZVPD) on 3 unconnected molecules or ions with the total composition C4H13N3O.

Structure (ORCA input):
```
! wB97M-V def2-TZVPD RIJCOSX def2/J DEFGRID3
* xyz 0 1
C -1.70 1.03 1.21
C 0.30 1.59 1.39
C -2.02 -0.26 0.69
H -1.83 1.19 2.27
H -1.98 1.89 0.61
H -2.12 -1.06 1.43
H 1.11 1.84 0.68
H -0.03 2.58 1.70
H 0.67 1.07 2.28
H -2.75 -0.29 -0.11
H -0.92 -0.63 0.10
C 0.70 -0.36 -1.57
N 2.18 -2.20 -1.40
N 0.48 -0.64 -0.24
O 1.57 -1.20 -2.24
N 0.19 0.56 -2.27
H 1.93 -3.08 -1.84
H 3.18 -2.06 -1.55
H 0.42 0.30 0.45
H 1.04 -1.40 0.13
H -0.43 1.14 -1.72
*
```

molecular weight = 119.17 g/mol
Kohn-Sham gap = 0.331 hartree

Here are the Mulliken charges for atoms 1 to 2, given in e: C -0.631; C -1.462

***

A) ends up most stable, edging out the next structure by 2.495 eV.

***

A) ORCA calculation (ωB97M-V/def2-TZVPD) on 3 unconnected molecules or ions with the total composition C4H13N3O.

Structure (ORCA input):
```
! wB97M-V def2-TZVPD RIJCOSX def2/J DEFGRID3
* xyz 0 1
C -0.11 -0.11 -1.17
N 0.82 -1.13 -0.77
C 0.90 -1.41 0.70
N 1.11 -0.16 1.38
C -1.36 -0.14 -0.34
C -2.50 -0.62 -0.81
O 2.72 0.54 -0.71
N -0.95 1.74 1.46
H 0.39 0.86 -1.22
H -0.45 -0.37 -2.19
H 1.77 -0.71 -0.92
H 0.12 -2.07 1.06
H 1.83 -1.96 0.79
H 1.96 0.26 0.95
H 0.34 0.51 1.50
H -1.18 0.53 0.61
H -3.36 -0.76 -0.16
H -2.66 -0.90 -1.85
H 2.90 1.28 -1.29
H -1.46 2.16 2.24
H -0.84 2.47 0.75
*
```

molecular weight = 119.17 g/mol
Kohn-Sham gap = 0.157 hartree

Here are the Mulliken charges for atoms 1 to 2, given in e: C -0.490; N -0.320

***

B) ORCA calculation (ωB97M-V/def2-TZVPD) on 2 unconnected molecules or ions with the total composition C4H13N3O.

Structure (ORCA input):
```
! wB97M-V def2-TZVPD RIJCOSX def2/J DEFGRID3
* xyz 0 1
H -2.76 -0.72 2.11
N -2.23 -0.97 1.27
C -0.98 -0.89 1.24
N -0.04 -0.78 2.24
N -0.35 -1.26 -0.01
C -0.07 -0.16 -0.97
C 1.47 -0.16 -1.26
C 1.64 0.21 -2.73
H 0.92 -0.80 1.92
H -0.24 -0.13 3.00
H -0.97 -1.88 -0.52
H -0.61 -0.24 -1.91
H -0.40 0.79 -0.55
H 1.80 -1.17 -0.95
H 1.98 0.54 -0.63
H 2.71 0.24 -3.02
H 1.15 -0.54 -3.41
H 1.10 1.15 -2.87
O -0.01 3.02 0.43
H 0.22 2.45 1.18
H 0.71 3.15 -0.18
*
```

molecular weight = 119.17 g/mol
Kohn-Sham gap = 0.349 hartree

Here are the Mulliken charges for atoms 1 to 2, given in e: H 0.212; N -0.673

***

C) ORCA calculation (ωB97M-V/def2-TZVPD) on 2 unconnected molecules or ions with the total composition C4H13N3O.

Structure (ORCA input):
```
! wB97M-V def2-TZVPD RIJCOSX def2/J DEFGRID3
* xyz 0 1
C 0.78 -0.84 -2.37
N 0.88 -0.85 -0.92
C -0.52 -0.87 -0.09
N -0.49 -1.82 0.95
O -1.54 -0.73 -0.75
H 1.60 -0.26 -2.81
H 0.76 -1.84 -2.79
H -0.17 -0.35 -2.62
H 1.58 -1.50 -0.58
H 0.41 -2.11 1.30
H -1.30 -2.41 0.96
C 0.22 0.86 2.02
N 0.07 0.92 0.58
C -0.81 1.98 0.11
H 0.42 1.85 2.42
H 1.05 0.21 2.29
H -0.71 0.49 2.48
H 0.91 0.47 -0.10
H -1.38 1.67 -0.77
H -1.56 2.30 0.84
H -0.20 2.84 -0.16
*
```

molecular weight = 119.17 g/mol
Kohn-Sham gap = 0.341 hartree

Here are the Mulliken charges for atoms 1 to 2, given in e: C -0.878; N -0.461

***

D) ORCA calculation (ωB97M-V/def2-TZVPD) on a molecular structure, C4H13N3O.

Structure (ORCA input):
```
! wB97M-V def2-TZVPD RIJCOSX def2/J DEFGRID3
* xyz 0 1
C 0.89 -0.05 -0.31
C 0.66 1.43 -0.54
C 2.38 -0.34 -0.08
N 0.43 -0.81 -1.47
H 0.57 -0.83 0.80
H -0.55 -0.63 -1.66
H 0.56 -1.80 -1.33
H 1.21 1.78 -1.42
H -0.40 1.65 -0.73
H 0.98 2.01 0.32
H 2.74 0.21 0.78
H 2.96 -0.05 -0.96
H 2.55 -1.40 0.11
N -1.93 -0.48 0.64
N -2.74 0.63 0.39
C -0.78 -0.37 1.34
O -0.17 -1.45 1.74
H -2.19 -1.41 0.32
H -3.63 0.54 0.87
H -2.89 0.76 -0.60
H -0.65 0.62 1.80
*
```

molecular weight = 119.17 g/mol
Kohn-Sham gap = 0.286 hartree

Here are the Mulliken charges for atoms 1 to 2, given in e: C 0.981; C -1.648

***

B) ends up most stable, edging out the next structure by 1.307 eV.

***

A) ORCA calculation (ωB97M-V/def2-TZVPD) on 2 unconnected molecules or ions with the total composition C4H13N3O.

Structure (ORCA input):
```
! wB97M-V def2-TZVPD RIJCOSX def2/J DEFGRID3
* xyz 0 1
C -1.79 -0.45 -1.51
C -1.36 0.63 -0.58
N -1.33 0.42 0.68
C -1.15 1.54 1.57
H -1.74 -1.42 -1.02
H -2.82 -0.28 -1.82
H -1.15 -0.46 -2.40
H -1.29 1.64 -1.01
H -0.20 1.43 2.10
H -1.96 1.54 2.30
H -1.14 2.52 1.06
N 2.32 -0.76 1.04
C 1.15 -0.90 0.22
N 1.09 0.07 -0.88
O 1.01 -2.17 -0.35
H 2.19 -0.15 1.83
H 3.19 -0.78 0.51
H 0.14 -0.63 0.79
H 1.25 1.01 -0.52
H 1.77 -0.14 -1.61
H 1.84 -2.66 -0.41
*
```

molecular weight = 119.17 g/mol
Kohn-Sham gap = 0.353 hartree

Here are the Mulliken charges for atoms 1 to 2, given in e: C -1.192; C 0.228

***

B) ORCA calculation (ωB97M-V/def2-TZVPD) on 2 unconnected molecules or ions with the total composition C4H13N3O.

Structure (ORCA input):
```
! wB97M-V def2-TZVPD RIJCOSX def2/J DEFGRID3
* xyz 0 1
C 0.45 2.20 0.11
C -0.55 1.46 -0.76
O -0.67 1.70 -1.96
N -1.63 0.79 -0.09
N -1.79 0.55 1.28
H 1.45 1.98 -0.27
H 0.27 3.27 0.02
H 0.41 1.90 1.16
H -2.40 0.57 -0.72
H -2.79 0.38 1.46
H -1.58 1.31 1.93
C 1.55 -1.29 0.74
N 0.63 -0.95 -0.34
C 0.44 -2.06 -1.26
H 1.81 -0.40 1.32
H 1.08 -1.99 1.44
H 2.49 -1.72 0.37
H -0.32 -0.64 0.08
H -0.03 -2.91 -0.75
H -0.21 -1.73 -2.08
H 1.39 -2.40 -1.69
*
```

molecular weight = 119.17 g/mol
Kohn-Sham gap = 0.336 hartree

Here are the Mulliken charges for atoms 1 to 2, given in e: C -1.056; C 0.795

***

A) ends up most stable, edging out the next structure by 0.441 eV.